DFT (wB97M-V/def2-TZVPD) results for a 4-piece molecular cluster, H8O4 overall.

The LUMO energy is 0.0279 hartree. The gap between HOMO and LUMO comes out at 12.12 eV. The energy relative to the best compared isomer or geometry (same formula, charge and spin) comes out at 121.2 kJ/mol. As for the SMILES: O.O.O.O.

Each line ends with the Löwdin charge.
Atoms and positions in Å:
O: -1.323 3.041 -2.336  -0.06
H: -1.320 3.520 -1.498  0.03
H: -0.418 3.261 -2.588  0.03
O: 2.536 0.024 1.775  -0.05
H: 3.038 0.699 2.227  0.03
H: 3.142 -0.595 1.345  0.02
O: -4.381 0.016 -0.244  -0.05
H: -4.525 -0.773 -0.778  0.03
H: -5.191 0.516 -0.226  0.02
O: 3.039 -3.107 0.715  -0.05
H: 3.781 -3.429 1.227  0.03
H: 2.562 -2.663 1.419  0.02

---

DFT (wB97M-V/def2-TZVPD) results for C19H40DyNOP3 as an isolated structure.

The spin multiplicity is 6. The LUMO energy (spin up / spin down) is -0.3688 / -0.3620 hartree. As for the total charge: +3. The gap between HOMO and LUMO (spin up / spin down) comes out at 7.23 / 7.41 eV.

Each line ends with the Mulliken spin population.
Atoms and positions in Å:
Dy: -1.510 0.244 0.037  4.91
P: 0.091 -2.002 -0.843  0.02
P: -2.030 1.042 -2.517  0.02
P: -2.893 -1.703 1.530  0.02
H: 0.792 2.690 3.628  0.00
C: 0.508 1.880 4.309  0.00
C: 1.121 0.688 4.266  0.00
H: 1.911 0.487 3.529  0.00
C: 1.672 -1.666 -1.711  0.00
C: -0.787 -2.965 -2.138  0.00
C: 0.671 -3.338 0.272  0.00
C: -2.511 2.816 -2.500  0.00
C: -0.782 1.027 -3.859  0.00
C: -3.467 0.336 -3.405  0.00
C: -1.953 -2.241 3.013  0.00
C: -3.219 -3.315 0.719  0.00
C: -4.520 -1.352 2.284  0.00
H: -0.282 2.095 5.036  0.00
H: 0.838 -0.139 4.929  0.00
H: 2.466 -1.470 -0.979  0.00
H: 1.579 -0.790 -2.364  0.00
H: 1.953 -2.537 -2.320  0.00
H: -1.146 -2.286 -2.923  0.00
H: -1.649 -3.488 -1.706  0.00
H: -0.091 -3.694 -2.576  0.00
H: 1.411 -2.924 0.968  0.00
H: 1.143 -4.139 -0.316  0.00
H: -0.155 -3.759 0.857  0.00
H: -3.514 2.940 -2.071  0.00
H: -2.512 3.193 -3.532  0.00
H: -1.796 3.414 -1.915  0.00
H: -1.289 0.954 -4.832  0.00
H: -0.114 0.163 -3.740  0.00
H: -0.186 1.948 -3.828  0.00
H: -3.507 0.754 -4.421  0.00
H: -4.394 0.577 -2.870  0.00
H: -3.368 -0.756 -3.466  0.00
H: -2.660 -2.532 3.802  0.00
H: -1.332 -1.412 3.379  0.00
H: -1.301 -3.088 2.770  0.00
H: -3.977 -3.865 1.292  0.00
H: -2.305 -3.918 0.648  0.00
H: -3.601 -3.139 -0.295  0.00
H: -4.757 -2.139 3.014  0.00
H: -5.294 -1.325 1.507  0.00
H: -4.502 -0.378 2.789  0.00
C: -2.971 2.811 1.664  0.00
C: -3.685 3.730 0.901  0.00
C: -4.887 4.206 1.436  0.00
C: -5.300 3.793 2.710  0.00
C: -4.514 2.922 3.475  0.00
C: -3.321 2.411 2.941  0.00
O: -1.914 2.071 1.055  0.04
H: -1.565 2.513 0.226  0.00
H: -3.333 4.021 -0.093  0.00
H: -5.504 4.889 0.851  0.00
H: -6.257 4.154 3.092  0.00
H: -4.840 2.631 4.473  0.00
H: -2.687 1.710 3.491  0.00
C: 3.046 1.686 -0.489  0.00
C: 1.650 1.432 -0.290  0.00
N: 0.526 1.138 -0.165  -0.01
H: 3.305 2.685 -0.105  0.00
H: 3.286 1.645 -1.566  0.00
H: 3.646 0.930 0.047  0.00

---

DFT (wB97M-V/def2-TZVPD) results for C35H52FeSb2 as an isolated structure.

The spin multiplicity is 2. The LUMO energy (spin up / spin down) is -0.1414 / -0.1046 hartree. As for the total charge: +1. The gap between HOMO and LUMO (spin up / spin down) comes out at 6.62 / 7.64 eV. The energy relative to the best compared isomer or geometry (same formula, charge and spin) comes out at 21.8 kJ/mol.

Each line ends with the Mulliken spin population.
Atoms and positions in Å:
Fe: -0.162 -0.757 -0.558  1.34
C: 2.891 -1.078 -3.346  -0.03
Sb: 2.172 -1.510 -1.402  -0.02
C: 2.650 -3.564 -1.281  0.00
C: 3.682 -0.669 -0.185  -0.01
H: 3.936 -1.379 -3.378  0.00
H: 2.805 -0.018 -3.570  0.00
H: 2.328 -1.647 -4.084  0.00
H: 3.653 -3.699 -1.683  0.00
H: 1.944 -4.158 -1.857  0.00
H: 2.628 -3.885 -0.241  0.00
H: 4.606 -1.217 -0.364  0.00
H: 3.404 -0.754 0.863  0.00
H: 3.831 0.380 -0.437  0.00
C: 2.871 -1.405 5.556  0.01
C: 2.575 -0.124 5.117  -0.01
C: 1.875 0.056 3.935  0.01
C: 1.450 -1.036 3.177  0.01
C: 1.765 -2.322 3.623  0.01
C: 2.469 -2.500 4.802  -0.01
C: 0.753 -0.768 1.901  0.03
C: 0.049 -1.595 1.114  -0.21
C: -0.462 -2.938 1.444  -0.07
C: -0.237 -4.057 0.646  -0.03
C: -0.757 -5.291 1.004  0.01
C: -1.529 -5.418 2.150  -0.01
C: -1.779 -4.305 2.941  0.01
C: -1.249 -3.074 2.591  -0.02
H: 3.417 -1.552 6.477  0.00
H: 2.892 0.735 5.693  0.00
H: 1.655 1.062 3.595  0.00
H: 1.473 -3.188 3.048  0.00
H: 2.709 -3.501 5.133  0.00
H: 0.905 0.252 1.536  0.01
H: 0.326 -3.962 -0.273  0.01
H: -0.570 -6.153 0.378  0.00
H: -1.944 -6.380 2.419  0.00
H: -2.387 -4.398 3.831  0.00
H: -1.437 -2.204 3.209  0.00
C: 1.809 3.106 1.268  0.00
C: 0.304 3.336 1.092  0.02
C: -0.399 2.913 2.385  0.00
C: 0.062 4.818 0.828  0.00
Sb: -0.417 2.011 -0.475  -0.02
C: 0.294 2.734 -2.404  0.00
C: -0.277 4.082 -2.832  0.00
C: -0.046 1.679 -3.457  0.00
C: 1.819 2.828 -2.320  0.00
C: -2.591 2.187 -0.534  0.00
C: -3.131 3.589 -0.263  0.00
C: -3.099 1.714 -1.894  0.00
C: -3.121 1.230 0.538  0.01
H: 2.146 3.640 2.161  0.00
H: 2.391 3.486 0.430  0.00
H: 2.062 2.053 1.405  0.00
H: 0.017 3.488 3.217  0.00
H: -0.258 1.854 2.617  0.00
H: -1.470 3.111 2.361  0.00
H: 0.441 5.386 1.683  0.00
H: -0.992 5.068 0.711  0.00
H: 0.600 5.169 -0.053  0.00
H: -1.368 4.091 -2.824  0.00
H: 0.042 4.303 -3.855  0.00
H: 0.072 4.899 -2.203  0.00
H: -1.093 1.688 -3.750  0.00
H: 0.198 0.662 -3.130  0.00
H: 0.550 1.873 -4.354  0.00
H: 2.159 3.583 -1.611  0.00
H: 2.219 3.104 -3.300  0.00
H: 2.274 1.872 -2.037  0.00
H: -2.752 4.327 -0.972  0.00
H: -2.914 3.938 0.746  0.00
H: -4.220 3.570 -0.368  0.00
H: -2.874 2.429 -2.685  0.00
H: -4.187 1.621 -1.838  0.00
H: -2.709 0.734 -2.185  0.00
H: -2.812 1.510 1.546  0.00
H: -2.805 0.196 0.370  0.00
H: -4.214 1.234 0.515  0.00
C: -3.253 -2.921 -3.248  0.04
C: -3.486 -2.819 -1.883  -0.03
C: -2.528 -2.268 -1.048  0.07
C: -1.320 -1.793 -1.572  -0.15
C: -1.094 -1.919 -2.946  0.07
C: -2.056 -2.471 -3.782  -0.03
H: -4.002 -3.360 -3.893  0.00
H: -4.417 -3.183 -1.468  0.00
H: -2.727 -2.224 0.017  0.00
H: -0.162 -1.575 -3.387  -0.01
H: -1.868 -2.558 -4.844  0.00

---

DFT (wB97M-V/def2-TZVPD) results for C36H40GeN4OSV as an isolated structure.

The spin multiplicity is 2. The LUMO energy (spin up / spin down) is 0.1697 / 0.1697 hartree. As for the total charge: -2. The gap between HOMO and LUMO (spin up / spin down) comes out at 5.09 / 5.33 eV. The energy relative to the best compared isomer or geometry (same formula, charge and spin) comes out at 0.0 kJ/mol.

Each line ends with the Mulliken spin population.
Atoms and positions in Å:
V: -0.120 -1.010 0.529  1.32
C: -0.287 -3.851 -0.751  0.01
N: -1.008 -3.157 0.316  -0.02
C: -2.433 -3.139 -0.003  0.01
C: -0.749 -3.835 1.588  0.00
C: 0.646 -3.518 2.076  -0.02
C: 1.306 -4.419 2.908  0.00
C: 2.572 -4.120 3.393  0.01
C: 3.159 -2.912 3.035  0.00
C: 2.480 -2.027 2.203  -0.02
C: 1.205 -2.288 1.679  0.02
H: -0.631 -4.898 -0.824  0.00
H: 0.780 -3.828 -0.541  0.00
H: -0.452 -3.322 -1.686  -0.01
H: -2.823 -4.164 -0.127  0.00
H: -2.573 -2.580 -0.927  0.00
H: -2.984 -2.625 0.782  0.00
H: -0.896 -4.925 1.481  0.00
H: -1.490 -3.486 2.312  0.00
H: 0.830 -5.361 3.175  0.00
H: 3.094 -4.819 4.039  0.00
H: 4.147 -2.658 3.407  0.00
H: 2.967 -1.086 1.958  0.00
O: 0.697 0.651 1.258  0.00
S: 1.443 1.345 2.469  -0.01
C: 0.393 2.810 2.744  0.01
C: -1.107 2.544 2.596  0.01
C: -1.755 1.690 3.690  0.00
C: -1.518 0.178 3.627  0.03
H: 0.672 3.611 2.050  0.00
H: 0.637 3.158 3.755  0.00
H: -1.282 2.090 1.622  0.00
H: -1.612 3.517 2.583  0.00
H: -2.837 1.866 3.666  0.00
H: -1.402 2.055 4.664  0.00
H: -0.468 -0.038 3.426  0.00
H: -1.726 -0.239 4.624  0.00
C: 0.121 -0.818 -1.145  -0.37
Ge: 0.801 0.615 -2.111  0.09
C: 2.630 1.157 -1.556  -0.02
C: 3.243 2.341 -1.961  0.00
C: 4.527 2.669 -1.542  0.00
C: 5.220 1.812 -0.697  0.00
C: 4.616 0.635 -0.271  0.00
C: 3.334 0.315 -0.697  0.02
C: -0.221 2.321 -2.098  -0.02
C: -0.974 2.791 -3.173  0.00
C: -1.728 3.955 -3.075  0.00
C: -1.747 4.674 -1.887  0.00
C: -1.008 4.217 -0.801  0.00
C: -0.255 3.058 -0.911  0.01
C: 0.957 0.198 -4.066  -0.01
C: 1.456 1.093 -5.012  0.00
C: 1.557 0.753 -6.355  0.00
C: 1.157 -0.506 -6.785  0.00
C: 0.658 -1.414 -5.859  -0.01
C: 0.563 -1.060 -4.519  -0.01
H: 2.703 3.036 -2.599  0.00
H: 4.983 3.600 -1.864  0.00
H: 6.217 2.069 -0.357  0.00
H: 5.136 -0.028 0.412  0.00
H: 2.843 -0.588 -0.345  0.00
H: -0.981 2.235 -4.106  0.00
H: -2.311 4.295 -3.924  0.00
H: -2.344 5.575 -1.802  0.00
H: -1.033 4.754 0.141  0.00
H: 0.299 2.685 -0.057  0.00
H: 1.772 2.083 -4.696  0.00
H: 1.949 1.470 -7.070  0.00
H: 1.233 -0.777 -7.832  0.00
H: 0.343 -2.400 -6.183  0.00
H: 0.175 -1.765 -3.788  0.00
N: -4.391 -1.098 3.956  0.00
C: -3.858 -0.405 2.843  0.01
C: -2.375 -0.608 2.604  0.02
N: -2.027 -0.365 1.210  -0.06
C: -2.861 0.421 0.508  0.03
C: -4.097 0.815 0.933  0.01
N: -4.636 0.294 2.115  0.00
H: -3.783 -1.053 4.762  0.00
H: -5.308 -0.732 4.177  0.00
H: -2.168 -1.666 2.842  -0.01
H: -2.513 0.708 -0.480  0.00
H: -4.747 1.429 0.326  0.00

---

no.,DFT total energy (eV)
1,-8319.4200
2,-75813.8188
3,-84591.7742
4,-139025.8826